No. 1
Entry from the Open Molecules 2025 dataset: C29H31IN2O2PtSSb as an isolated structure (the ωB97M-V functional and the def2-TZVPD basis).

**LUMO energy (alpha / beta)**: -2.2600 / -3.6411 eV
**Relative energy (zero: lowest compared OMol25 entry of this formula, charge and spin)**: 0.181 eV
**2S+1**: 3
**Gap between HOMO and LUMO (alpha / beta)**: 7.60 / 7.26 eV
**HOMO level (alpha / beta)**: -9.86 / -10.90 eV
**DFT total energy**: -2438.90111 Eh
**Net charge**: +1
**Largest force on an atom**: 0.008 hartree/bohr
**⟨S²⟩**: 2.006

Each line ends with the natural charge from an NBO analysis.
CARTESIAN COORDINATES (ANGSTROEM)
Pt 1.0688 1.0558 1.5820  1.0419
N 3.2794 0.7212 1.5631  -0.8366
C 4.1630 1.8988 1.7397  -0.2196
C 3.9856 2.5649 3.0970  -0.4226
C 2.6939 3.3895 3.2518  -0.4259
C 1.6884 2.8359 4.2454  -0.2181
N 1.2401 1.4700 3.8746  -0.8458
H 3.5449 -0.0066 2.2204  0.3823
H 3.4220 0.3213 0.6391  0.4040
H 3.9168 2.6022 0.9439  0.2207
H 5.2037 1.5945 1.6078  0.1988
H 4.8478 3.2163 3.2431  0.2380
H 4.0681 1.8076 3.8870  0.1909
H 2.2046 3.4939 2.2780  0.2200
H 2.9396 4.4038 3.5702  0.2329
H 0.8056 3.4733 4.2688  0.2158
H 2.1123 2.8258 5.2531  0.1933
H 0.3398 1.2634 4.2947  0.4037
H 1.8908 0.7791 4.2333  0.3793
S -1.3462 1.0312 1.7377  -0.7040
Sb -1.6946 -0.7766 0.3326  1.7742
C -0.1220 -2.1538 0.4581  -0.2895
C 0.4526 -2.7092 -0.6776  -0.2243
C 1.4964 -3.6144 -0.5447  -0.2039
C 1.9630 -3.9592 0.7166  -0.1946
C 1.3873 -3.4025 1.8511  -0.2043
C 0.3427 -2.4968 1.7241  -0.2727
C -2.2073 -0.2385 -1.6128  -0.3263
C -2.5262 -1.2294 -2.5365  -0.2382
C -2.9067 -0.8617 -3.8201  -0.2021
C -2.9907 0.4818 -4.1619  -0.1826
C -2.6920 1.4644 -3.2293  -0.1875
C -2.2887 1.1068 -1.9509  -0.2461
C -3.3542 -1.8524 1.0292  -0.3243
C -3.2146 -3.1688 1.4564  -0.2471
C -4.3279 -3.8669 1.9060  -0.2052
C -5.5704 -3.2520 1.9283  -0.1705
C -5.7098 -1.9383 1.4991  -0.2011
C -4.6034 -1.2362 1.0485  -0.2378
H 0.1064 -2.4292 -1.6654  0.2213
H 1.9461 -4.0504 -1.4271  0.2272
H 2.7737 -4.6690 0.8159  0.2271
H 1.7428 -3.6834 2.8341  0.2229
H -0.1089 -2.0636 2.6106  0.2251
H -2.4993 -2.2792 -2.2654  0.2208
H -3.1518 -1.6239 -4.5479  0.2284
H -3.2946 0.7646 -5.1616  0.2290
H -2.7622 2.5100 -3.4994  0.2279
H -2.0489 1.8719 -1.2202  0.2356
H -2.2491 -3.6595 1.4360  0.2223
H -4.2233 -4.8916 2.2370  0.2260
H -6.4360 -3.7982 2.2788  0.2253
H -6.6808 -1.4618 1.5149  0.2278
H -4.7219 -0.2119 0.7130  0.2222
I 1.0984 2.0901 -7.2805  0.1883
C 1.2455 1.8428 -5.2215  -0.1377
C 1.3007 0.5598 -4.6909  -0.2404
C 1.3474 0.3964 -3.3182  -0.1761
C 1.3585 1.5081 -2.4834  -0.1299
C 1.3335 2.7892 -3.0227  -0.1589
C 1.2686 2.9608 -4.3961  -0.2522
C 1.3224 1.3206 -1.0164  0.7608
O 1.5392 2.2902 -0.2312  -0.6854
O 1.0671 0.1758 -0.5285  -0.7556
H 1.2890 -0.3018 -5.3440  0.2315
H 1.3590 -0.5946 -2.8840  0.2288
H 1.3447 3.6458 -2.3619  0.2378
H 1.2313 3.9540 -4.8213  0.2350

No. 2
Entry from the Open Molecules 2025 dataset: an isolated ion of composition C29H31N2O and charge +1 in a non-equilibrium geometry (the ωB97M-V functional and the def2-TZVPD basis).

**LUMO energy**: -3.3494 eV
**Relative energy (zero: lowest compared OMol25 entry of this formula, charge and spin)**: 1.531 eV
**Gap between HOMO and LUMO**: 6.77 eV
**HOMO level**: -10.12 eV
**DFT total energy**: -1308.09607 Eh
**SMILES**: COc1ccc([C@H](c2cn(C)c3ccccc23)[C@H]2CCC/C2=[N+](\C)c2ccccc2)cc1
**Net charge**: +1
**Largest force on an atom**: 0.072 hartree/bohr

Each line ends with the natural charge from an NBO analysis.
CARTESIAN COORDINATES (ANGSTROEM)
C -0.9570 2.3017 1.7357  -0.4175
N -0.6482 0.9157 2.1210  -0.3645
C -1.6856 0.0766 2.3498  0.4854
C -1.5054 -1.3651 2.4341  -0.3767
C -2.9303 -1.9363 2.3493  -0.3992
C -3.9217 -0.7630 2.0397  -0.4059
C -3.1187 0.5280 2.1244  -0.4898
C 0.7342 0.5060 1.9374  0.1741
C 1.5920 0.3818 3.0454  -0.2502
C 2.9633 0.0862 2.8549  -0.1850
C 3.4689 -0.0750 1.5703  -0.1865
C 2.6652 0.1649 0.4617  -0.1879
C 1.2991 0.4987 0.6418  -0.2382
H -0.0155 2.8517 1.7786  0.2384
H -1.4035 2.3637 0.7249  0.2186
H -1.6575 2.7135 2.4693  0.2251
H -0.6860 -1.7442 1.5333  0.4079
H -2.9749 -2.6749 1.5469  0.2208
H -3.2327 -2.4518 3.2710  0.2424
H -4.4076 -0.9137 1.0579  0.2246
H -4.7422 -0.7882 2.7647  0.2321
H -3.4541 1.1819 2.9444  0.2592
H -3.3342 1.1070 1.2101  0.2599
H 1.2073 0.6120 4.0520  0.2352
H 3.6127 -0.0058 3.7251  0.2345
H 4.4979 -0.3917 1.4349  0.2345
H 3.0729 0.1115 -0.5507  0.2374
H 0.6835 0.8003 -0.2187  0.2299
C 3.5113 -5.9309 -0.8994  -0.2570
O 3.7437 -5.1031 0.2557  -0.4908
C 2.6978 -4.5605 0.9228  0.3229
C 1.3458 -4.6483 0.5174  -0.3253
C 0.3933 -3.8439 1.1915  -0.1598
C 0.7331 -3.1068 2.3298  -0.0903
C -0.3483 -2.2381 3.0532  -0.2556
C -1.1265 -3.1707 3.8895  -0.1273
C -1.7569 -2.7852 5.1275  -0.0303
C -1.8250 -1.5608 5.7913  -0.2302
C -2.5521 -1.5437 6.9857  -0.2239
C -3.1913 -2.6710 7.5261  -0.2090
C -3.1221 -3.9186 6.8510  -0.2236
C -2.3992 -3.9383 5.6478  0.1314
N -2.1885 -4.9765 4.7084  -0.3552
C -2.4659 -6.3891 4.8971  -0.4059
C -1.4072 -4.5068 3.6685  0.0104
C 2.0654 -3.1356 2.7838  -0.1760
C 3.0541 -3.8270 2.0779  -0.2450
H 4.5220 -6.1812 -1.2463  0.2145
H 2.9567 -6.8352 -0.6274  0.1859
H 2.9631 -5.3741 -1.6654  0.1813
H 1.0556 -5.2666 -0.3521  0.2322
H -0.6602 -3.8785 0.8313  0.2064
H 0.2457 -1.5590 3.6647  0.2525
H -1.4793 -0.6438 5.2799  0.1995
H -2.6610 -0.6152 7.5259  0.2178
H -3.6594 -2.6678 8.5112  0.2297
H -3.4691 -4.8856 7.2572  0.2263
H -3.2514 -6.5333 5.6626  0.2216
H -2.7693 -6.8839 3.9522  0.2162
H -1.5255 -6.8746 5.2404  0.2073
H -1.2539 -5.1610 2.8079  0.2289
H 2.3745 -2.5924 3.6867  0.2235
H 4.1172 -3.7875 2.3310  0.2385

No. 3
Entry from the Open Molecules 2025 dataset: a 2-piece molecular cluster, C29H31N3O4S overall in a non-equilibrium geometry (the ωB97M-V functional and the def2-TZVPD basis).

**LUMO energy**: -2.1358 eV
**Relative energy (zero: lowest compared OMol25 entry of this formula, charge and spin)**: 5.552 eV
**Gap between HOMO and LUMO**: 4.10 eV
**HOMO level**: -6.23 eV
**DFT total energy**: -1986.93487 Eh
**Largest force on an atom**: 0.039 hartree/bohr

Each line ends with the natural charge from an NBO analysis.
CARTESIAN COORDINATES (ANGSTROEM)
C -4.7506 6.8311 -2.6702  -0.2602
O -3.3328 7.1126 -2.6667  -0.4734
C -2.5501 6.3903 -1.8266  0.3793
C -1.1548 6.6559 -1.8475  -0.2736
C -0.3129 5.9560 -1.0153  -0.0866
C -0.7913 4.9544 -0.1178  -0.2007
C 0.1064 4.2217 0.7274  0.0654
C -0.2928 3.1769 1.5563  -0.3947
C 0.5059 2.4088 2.4021  0.2261
N 0.0307 1.4373 3.2120  -0.3537
C 0.9103 0.6652 4.0978  -0.1280
C 1.9429 -0.1896 3.3512  -0.4303
C 2.8107 -1.0284 4.2682  0.0718
C 2.7802 -2.4235 4.1742  -0.2339
C 3.5294 -3.2027 5.0564  -0.1854
C 4.3240 -2.5819 6.0298  -0.2126
C 4.3773 -1.1845 6.1059  -0.1922
C 3.6264 -0.4066 5.2180  -0.2372
C -0.0919 -0.1987 4.8771  0.6821
O 0.1586 -0.9461 5.8183  -0.5858
N -1.3267 0.0173 4.3394  -0.4599
C -2.4978 -0.6611 4.8484  -0.4199
C -1.3964 1.0687 3.3333  0.3363
C -2.2399 2.2266 3.8844  -0.6407
C -1.9491 0.4650 2.0351  -0.6378
C -2.1944 4.7119 -0.1184  -0.0499
C -3.0593 5.4003 -0.9505  -0.3479
H -5.1633 7.5209 -3.4042  0.2128
H -4.9450 5.7933 -2.9712  0.1874
H -5.1921 7.0172 -1.6825  0.1847
H -0.7895 7.4172 -2.5370  0.2418
H 0.7615 6.1494 -1.0477  0.2457
H 1.1615 4.5014 0.6996  0.2504
H -1.3498 2.9282 1.5465  0.2050
H 1.5877 2.5780 2.4499  0.2410
H 1.4184 1.3417 4.8130  0.2336
H 1.3932 -0.8486 2.6577  0.2167
H 2.5697 0.4882 2.7467  0.2323
H 2.1407 -2.8809 3.4153  0.2074
H 3.4820 -4.2907 4.9839  0.2149
H 4.9030 -3.1895 6.7259  0.2166
H 4.9962 -0.6912 6.8577  0.2174
H 3.6564 0.6857 5.2580  0.2035
H -2.1912 -1.4010 5.5925  0.2609
H -3.1953 0.0450 5.3172  0.1988
H -3.0274 -1.1703 4.0346  0.2022
H -1.8269 2.5274 4.8582  0.2304
H -2.2239 3.0943 3.2237  0.2246
H -3.2780 1.8976 4.0140  0.2279
H -1.3535 -0.4213 1.7714  0.2350
H -2.9942 0.1661 2.1829  0.2257
H -1.8988 1.1674 1.2021  0.2263
H -2.6288 3.9655 0.5461  0.1925
H -4.1304 5.1785 -0.9310  0.2272
S 2.4757 3.3501 -1.7424  -0.3610
C 3.5874 2.4716 -0.8851  -0.1785
C 3.8125 1.0791 -1.1561  -0.2723
C 4.7119 0.3496 -0.4129  -0.1649
C 5.4341 0.9744 0.6362  -0.0633
N 6.3262 0.2090 1.4358  0.5041
O 6.9117 0.7646 2.3964  -0.4329
O 6.5068 -1.0000 1.1551  -0.4258
C 5.2487 2.3541 0.9077  -0.1914
C 4.3530 3.0870 0.1617  -0.2370
H 3.2578 0.6073 -1.9623  0.2219
H 4.8953 -0.7069 -0.5975  0.2401
H 5.8349 2.7988 1.7089  0.2374
H 4.2100 4.1464 0.3593  0.2044